No. 1
DFT (ωB97M-V/def2-TZVPD) results for a molecular structure, C28H21Co2N2O8.

The geometry in XYZ format:
```
61
Properties=species:S:1:pos:R:3
H 1.695 -1.378 2.228
C 2.690 -1.606 1.705
H 2.430 -1.682 0.637
C 3.681 -0.495 1.817
C 4.843 -0.615 2.508
N 5.157 -1.756 3.212
C 6.229 -1.725 4.134
C 6.993 -2.879 4.355
C 7.869 -2.924 5.424
C 8.060 -1.764 6.226
O 8.801 -1.918 7.353
C 8.871 -0.838 8.311
C 7.441 -0.535 5.868
C 6.511 -0.537 4.832
C 4.407 -2.904 2.999
C 3.316 -2.881 2.192
C 2.668 -4.187 1.903
N 1.738 -4.170 0.862
O 2.895 -5.188 2.574
H 3.462 0.445 1.310
H 5.588 0.184 2.592
H 6.892 -3.727 3.678
H 8.390 -3.841 5.692
H 9.551 -1.218 9.070
H 9.275 0.074 7.855
H 7.888 -0.630 8.752
H 7.664 0.389 6.414
H 5.993 0.390 4.577
H 4.738 -3.785 3.563
H 1.989 -3.675 0.011
H 1.310 -5.074 0.685
O -0.216 -4.220 -1.879
C -0.665 -3.436 -1.152
Co -1.198 -2.234 -0.004
C -1.017 -3.120 1.504
O -0.950 -3.681 2.520
C -0.030 -0.923 -0.082
O 0.659 0.015 -0.099
C -2.877 -1.277 0.519
C -2.444 -0.119 1.212
C -1.917 0.142 2.446
C -1.595 1.461 2.964
C -1.330 1.652 4.351
C -1.014 2.911 4.848
C -0.909 4.007 3.975
C -1.256 3.860 2.625
C -1.532 2.592 2.110
Co -2.726 0.144 -0.572
C -2.564 -0.625 -2.191
O -2.501 -0.978 -3.290
C -1.678 1.506 -1.125
O -1.064 2.322 -1.670
C -4.244 1.078 -0.708
O -5.103 1.792 -1.013
H -3.784 -1.862 0.733
H -1.827 -0.682 3.174
H -1.457 0.809 5.033
H -0.870 3.065 5.920
H -0.576 4.976 4.361
H -1.305 4.747 1.984
H -1.735 2.465 1.043
```

Results
energy relative to the best compared isomer or geometry (same formula, charge and spin)	166.0	kJ/mol
charge	-1
strongest force on any atom	3.96	eV/A
orbital gap	6.22	eV
2S+1	1
electronic energy	-123988.5967	eV

---

No. 2
DFT (ωB97M-V/def2-TZVPD) results for a molecular structure, C49H59CuGeN3Si.

The geometry in XYZ format:
```
114
Properties=species:S:1:pos:R:3
Cu 0.159 -0.243 0.160
C 2.000 -0.447 -0.330
Si 2.381 1.216 -1.097
C 1.671 2.725 0.030
N 0.284 2.746 0.233
C -0.284 2.916 1.560
C -0.615 4.410 1.729
C -1.493 4.920 0.568
C -1.859 3.785 -0.389
C -0.599 3.091 -0.881
C 4.195 1.612 -1.062
C 4.905 1.800 -2.251
C 6.265 2.076 -2.228
C 6.931 2.172 -1.017
C 6.244 1.984 0.175
C 4.889 1.705 0.149
C 1.571 1.424 -2.758
C 0.787 0.401 -3.298
C 0.170 0.547 -4.534
C 0.328 1.724 -5.247
C 1.110 2.751 -4.733
C 1.727 2.598 -3.503
H 2.582 -0.586 0.583
H 2.413 -1.141 -1.068
H 2.000 3.601 -0.538
H 2.196 2.655 0.981
H 0.430 2.555 2.297
H -1.193 2.320 1.622
H 0.318 4.969 1.804
H -1.121 4.509 2.691
H -0.962 5.697 0.016
H -2.399 5.383 0.954
H -2.403 4.153 -1.260
H -2.520 3.066 0.101
H -0.018 3.720 -1.560
H -0.812 2.173 -1.438
H 4.402 1.721 -3.206
H 6.803 2.215 -3.155
H 7.990 2.390 -1.000
H 6.768 2.052 1.118
H 4.378 1.545 1.093
H 0.669 -0.533 -2.758
H -0.419 -0.261 -4.945
H -0.146 1.840 -6.213
H 1.245 3.662 -5.298
H 2.347 3.405 -3.126
C -6.824 -0.069 -0.961
C -6.148 -0.065 0.408
C -6.568 -1.329 1.171
C -6.593 1.180 1.187
C -4.632 -0.039 0.288
C -3.962 0.087 -0.926
C -2.582 0.086 -0.942
N -1.833 -0.007 0.155
C -2.454 -0.105 1.345
C -3.836 -0.135 1.431
C -1.569 -0.176 2.550
C -2.081 -0.155 3.842
C -1.225 -0.195 4.940
C 0.142 -0.256 4.663
C 0.572 -0.274 3.355
N -0.255 -0.233 2.312
C -1.719 -0.176 6.376
C -1.134 1.056 7.079
C -3.243 -0.118 6.461
C -1.232 -1.455 7.075
H -7.904 -0.114 -0.830
H -6.532 -0.933 -1.558
H -6.605 0.836 -1.529
H -7.655 -1.390 1.202
H -6.214 -1.326 2.202
H -6.191 -2.228 0.684
H -7.676 1.173 1.299
H -6.315 2.096 0.664
H -6.158 1.210 2.186
H -4.494 0.163 -1.861
H -2.044 0.142 -1.883
H -4.311 -0.244 2.393
H -3.145 -0.103 4.001
H 0.871 -0.295 5.458
H 1.629 -0.342 3.122
H -1.455 1.977 6.592
H -0.045 1.039 7.095
H -1.478 1.085 8.112
H -3.647 0.783 5.997
H -3.541 -0.102 7.508
H -3.713 -0.990 6.004
H -0.145 -1.521 7.097
H -1.619 -2.346 6.580
H -1.582 -1.464 8.107
Ge 0.684 -2.614 -0.123
C 1.414 -3.328 -1.750
C 2.709 -3.846 -1.724
C 3.272 -4.394 -2.865
C 2.548 -4.427 -4.047
C 1.259 -3.913 -4.088
C 0.697 -3.369 -2.946
C -1.126 -3.067 0.380
C -2.188 -3.230 -0.509
C -3.423 -3.660 -0.052
C -3.611 -3.930 1.298
C -2.567 -3.765 2.193
C -1.330 -3.332 1.735
H 1.582 -2.828 1.096
H 3.289 -3.832 -0.807
H 4.273 -4.801 -2.830
H 2.985 -4.857 -4.937
H 0.693 -3.945 -5.008
H -0.312 -2.978 -3.002
H -2.062 -3.039 -1.567
H -4.236 -3.804 -0.750
H -4.571 -4.285 1.648
H -2.708 -3.989 3.241
H -0.516 -3.218 2.442
```

Results
charge	+2
strongest force on any atom	0.54	eV/A
orbital gap (spin up / spin down)	7.95 / 6.10	eV
2S+1	2
electronic energy	-165262.4086	eV
<S²>	0.755

---

No. 3
DFT (ωB97M-V/def2-TZVPD) results for a molecular structure, C6H10O.

The geometry in XYZ format:
```
17
Properties=species:S:1:pos:R:3
C 0.007 -1.857 -1.835
C 0.180 -0.901 -0.751
O 1.069 -1.065 0.225
C 0.313 -0.250 1.102
C 1.023 1.094 1.251
C 0.244 1.492 0.025
C -0.540 0.181 -0.213
H 0.970 -2.097 -2.300
H -0.421 -2.808 -1.496
H -0.647 -1.475 -2.623
H -2.247 0.490 2.167
H -1.544 0.133 2.199
H 2.106 1.055 1.131
H 0.792 1.668 2.150
H -0.502 2.257 0.240
H 0.803 1.801 -0.855
H -1.604 0.281 -0.416
```

Results
energy relative to the best compared isomer or geometry (same formula, charge and spin)	506.8	kJ/mol
strongest force on any atom	1.44	eV/A
orbital gap	7.84	eV
2S+1	1
electronic energy	-8425.9874	eV

---

No. 4
DFT (ωB97M-V/def2-TZVPD) results for a gas-phase ion, C6H12NS (charge +1).

The geometry in XYZ format:
```
20
Properties=species:S:1:pos:R:3
C 0.605 3.525 0.981
C 0.694 -1.237 0.265
C -0.164 0.010 0.446
C -0.216 -2.288 -0.293
C 0.727 1.241 0.249
C -1.079 -1.696 -1.404
N 0.139 2.335 1.085
S -1.590 0.025 -0.898
H 0.353 4.306 1.634
H 1.410 3.929 0.361
H 1.464 -1.140 -0.386
H 1.122 -1.660 1.192
H -2.600 -0.419 -0.133
H -0.503 0.125 1.418
H 0.265 -3.101 -0.618
H -0.957 -2.695 0.328
H 1.693 0.958 0.499
H 1.011 1.623 -0.759
H -0.554 -1.450 -2.273
H -1.820 -2.391 -1.693
```

Results
energy relative to the best compared isomer or geometry (same formula, charge and spin)	257.0	kJ/mol
charge	+1
strongest force on any atom	4.94	eV/A
orbital gap (spin up / spin down)	5.32 / 8.12	eV
2S+1	3
electronic energy	-18728.4745	eV
<S²>	2.005

---

No. 5
DFT (ωB97M-V/def2-TZVPD) results for a molecular structure, F14Li3N7O28S14.

The geometry in XYZ format:
```
66
Properties=species:S:1:pos:R:3
Li 0.759 -1.385 1.881
Li -1.861 1.335 -2.843
Li -0.338 2.231 -1.240
N -5.401 -3.762 -3.354
S -6.835 -4.439 -2.736
O -7.219 -3.984 -1.431
O -6.813 -5.862 -2.964
F -7.947 -3.891 -3.780
S -4.539 -3.664 -2.064
O -4.367 -4.903 -1.343
O -4.619 -2.390 -1.390
F -3.194 -3.595 -2.888
N -1.745 3.138 -2.017
S -1.253 4.343 -3.211
O -0.133 5.076 -2.694
O -2.098 4.895 -4.243
F -0.516 3.112 -4.020
S -2.749 4.168 -1.410
O -3.938 4.395 -2.164
O -2.129 5.237 -0.664
F -3.317 3.219 -0.249
N 4.025 3.481 -0.874
S 3.457 4.860 0.045
O 2.360 4.670 0.944
O 3.877 6.127 -0.482
F 4.661 4.692 1.122
S 2.750 3.585 -1.734
O 2.785 4.657 -2.730
O 1.487 3.065 -1.284
F 3.305 2.355 -2.699
N 5.233 -2.755 1.191
S 5.500 -2.491 2.727
O 4.550 -3.116 3.594
O 6.110 -1.257 3.153
F 6.722 -3.557 2.879
S 4.063 -1.537 1.103
O 4.611 -0.230 0.858
O 2.873 -1.668 1.900
F 3.597 -1.860 -0.376
N 0.362 0.325 2.724
S -0.416 1.604 2.312
O -0.232 2.085 0.937
O -0.700 2.598 3.343
F -1.908 1.074 2.185
S 1.750 1.386 3.070
O 1.721 2.267 4.189
O 2.713 1.588 2.044
F 2.431 0.155 3.941
N -0.499 -2.477 3.019
S -1.740 -3.134 2.372
O -2.785 -3.410 3.362
O -1.535 -3.867 1.146
F -2.402 -1.797 1.736
S -0.006 -3.763 3.960
O 0.453 -4.931 3.278
O -0.682 -3.876 5.250
F 1.332 -3.057 4.366
N -0.429 0.370 -1.943
S -0.480 -0.917 -1.032
O 0.526 -1.042 0.008
O -1.270 -1.986 -1.595
F -1.615 -0.224 -0.153
S 0.654 -0.436 -2.943
O 0.172 -1.203 -4.052
O 1.974 -0.654 -2.416
F 0.898 1.027 -3.618
```

Results
charge	-4
strongest force on any atom	9.70	eV/A
orbital gap	7.60	eV
2S+1	1
electronic energy	-258108.2184	eV

---

No. 6
DFT (ωB97M-V/def2-TZVPD) results for a single C4H6N2O molecule.

The geometry in XYZ format:
```
13
Properties=species:S:1:pos:R:3
C -0.326 -0.135 -2.347
C 0.708 -0.289 -1.308
N 0.824 -0.929 -0.286
C 0.677 -0.825 1.006
C 0.017 0.401 1.425
O -0.145 0.624 2.755
N -0.386 1.239 0.548
H 0.109 0.043 -3.330
H -0.874 0.765 -2.039
H -1.039 -0.964 -2.384
H 1.012 -1.614 1.659
H 0.286 -0.082 3.246
H -0.734 2.093 0.982
```

Results
energy relative to the best compared isomer or geometry (same formula, charge and spin)	292.5	kJ/mol
strongest force on any atom	0.81	eV/A
orbital gap	8.49	eV
2S+1	1
electronic energy	-9270.4708	eV

---

No. 7
DFT (ωB97M-V/def2-TZVPD) results for 18 unconnected molecules or ions with the total composition C15H66O18.

The geometry in XYZ format:
```
99
Properties=species:S:1:pos:R:3
C 3.516 3.339 -3.377
O 4.064 3.933 -2.246
H 2.989 4.038 -4.026
H 4.352 2.949 -3.958
H 2.836 2.558 -3.038
H 3.330 4.355 -1.794
C 0.418 2.409 7.178
O 0.584 2.656 5.774
H -0.200 3.144 7.695
H -0.079 1.459 7.372
H 1.387 2.472 7.674
H -0.258 2.613 5.314
C 0.649 3.865 2.227
O 0.466 5.144 1.749
H 1.185 3.938 3.173
H -0.253 3.265 2.354
H 1.274 3.288 1.546
H -0.037 5.667 2.378
C -1.441 -4.519 0.572
O -1.415 -5.867 1.022
H -0.797 -4.488 -0.307
H -2.440 -4.214 0.260
H -1.125 -3.825 1.350
H -0.636 -5.856 1.584
C -4.352 -0.576 -0.902
O -4.394 0.851 -0.588
H -5.352 -0.751 -1.298
H -3.767 -0.868 -1.774
H -4.306 -1.167 0.013
H -4.713 1.292 -1.378
O -3.700 3.991 -1.117
H -3.185 4.785 -1.259
H -3.744 3.900 -0.165
O 0.809 -1.640 -0.393
H 0.039 -2.094 -0.736
H 1.315 -2.323 0.046
O -1.246 2.302 -2.086
H -0.570 2.827 -1.656
H -1.983 2.313 -1.475
O -0.257 0.744 0.732
H 0.117 0.252 0.001
H 0.363 0.614 1.450
O 4.846 1.742 4.126
H 4.079 2.174 4.502
H 4.485 1.101 3.513
O 2.113 5.342 -0.433
H 2.959 5.349 0.016
H 1.479 5.133 0.253
O 2.105 -4.161 0.771
H 2.946 -4.611 0.698
H 1.708 -4.519 1.565
O -2.902 2.027 1.452
H -2.132 1.748 0.955
H -3.643 1.649 0.977
C 0.411 -4.702 -2.844
C -0.829 -3.910 -3.251
O -0.967 -2.732 -2.486
H 0.119 -5.342 -2.011
H 1.152 -3.958 -2.548
H 0.795 -5.383 -3.604
H -1.694 -4.571 -3.206
H -0.666 -3.499 -4.247
H -1.173 -2.100 -3.178
C -2.504 -0.802 -6.356
C -1.883 0.153 -5.313
O -1.886 -0.493 -4.024
H -2.604 -0.349 -7.342
H -3.495 -1.071 -5.988
H -1.785 -1.601 -6.538
H -2.354 1.135 -5.295
H -0.880 0.284 -5.718
H -1.594 0.189 -3.414
C 2.008 -1.243 4.344
C 2.664 -1.201 2.993
O 3.880 -0.548 3.211
H 0.953 -1.515 4.310
H 2.024 -0.225 4.733
H 2.561 -1.804 5.097
H 2.019 -0.660 2.301
H 2.719 -2.217 2.603
H 4.607 -1.174 3.166
C -3.195 -0.244 4.248
C -2.061 0.641 4.760
O -2.453 1.916 4.272
H -3.078 -0.306 3.166
H -4.097 0.254 4.604
H -3.282 -1.215 4.736
H -1.097 0.379 4.323
H -1.993 0.562 5.845
H -2.516 1.796 3.322
C 2.228 -1.959 -5.169
C 2.844 -1.377 -3.879
O 3.718 -0.396 -4.352
H 1.535 -1.305 -5.700
H 1.612 -2.715 -4.683
H 2.900 -2.408 -5.899
H 3.411 -2.091 -3.282
H 1.998 -1.024 -3.290
H 4.437 -0.921 -4.710
```

Results
energy relative to the best compared isomer or geometry (same formula, charge and spin)	446.9	kJ/mol
strongest force on any atom	2.47	eV/A
orbital gap	9.15	eV
2S+1	1
electronic energy	-53476.5245	eV

---

No. 8
DFT (ωB97M-V/def2-TZVPD) results for a single C15H21N3O3S molecule.

The geometry in XYZ format:
```
43
Properties=species:S:1:pos:R:3
C 7.285 1.097 1.363
O 6.402 0.904 0.290
C 5.484 1.962 0.131
C 4.561 1.636 -1.037
H 5.174 1.430 -1.915
H 3.926 2.498 -1.246
C 3.694 0.415 -0.723
N 2.876 0.037 -1.853
C 1.541 0.179 -1.870
O 0.896 0.596 -0.925
C 0.864 -0.282 -3.151
H 1.568 -0.411 -3.971
H 0.101 0.448 -3.427
C 0.188 -1.628 -2.867
O 0.510 -2.653 -3.413
N -0.779 -1.505 -1.916
N -1.506 -2.568 -1.525
C -2.319 -2.515 -0.550
C -2.654 -1.427 0.370
C -3.970 -1.343 0.830
C -4.373 -0.341 1.689
C -3.452 0.600 2.130
C -2.127 0.509 1.708
C -1.731 -0.487 0.842
H -0.687 -0.543 0.572
H -1.410 1.230 2.067
S -3.836 1.927 3.227
C -5.614 1.741 3.543
H -6.169 1.826 2.613
H -5.809 0.792 4.035
H -5.879 2.559 4.205
H -5.402 -0.309 2.010
H -4.694 -2.070 0.491
H -2.883 -3.432 -0.417
H -0.885 -0.600 -1.453
H 3.349 -0.332 -2.662
H 4.340 -0.420 -0.442
H 3.012 0.639 0.100
H 4.898 2.097 1.053
H 6.026 2.901 -0.067
H 7.940 0.229 1.388
H 6.745 1.176 2.314
H 7.886 2.005 1.225
```

Results
energy relative to the best compared isomer or geometry (same formula, charge and spin)	197.7	kJ/mol
strongest force on any atom	1.10	eV/A
orbital gap	8.60	eV
SMILES string	COCCCNC(=O)CC(=O)N/N=C\c1ccc(SC)cc1
2S+1	1
electronic energy	-37343.3471	eV